(1)
{"formula": "C53H38Cl4N2O6P2SiTi", "method": "wB97M-V/def2-TZVPD", "elements": ["Ti", "O", "C", "O", "C", "C", "C", "C", "C", "N", "C", "O", "O", "H", "H", "H", "C", "Si", "C", "C", "C", "C", "C", "C", "P", "C", "C", "C", "C", "C", "C", "C", "C", "C", "C", "C", "C", "C", "C", "C", "C", "C", "C", "P", "C", "C", "C", "C", "C", "C", "C", "C", "C", "C", "C", "C", "H", "H", "H", "H", "H", "H", "H", "H", "H", "H", "H", "H", "H", "H", "H", "H", "H", "H", "H", "H", "H", "H", "H", "H", "H", "H", "H", "H", "H", "H", "H", "Cl", "C", "Cl", "Cl", "C", "N", "Cl", "C", "C", "C", "C", "C", "C", "C", "O", "O", "H", "H", "H", "H"], "xyz": [[1.004574, -0.460888, -0.454985], [-0.498709, 0.492159, -4.040731], [0.023775, 0.542224, -2.947437], [-0.425154, 0.077354, -1.819062], [1.315832, 1.310043, -2.696966], [1.948672, 2.238886, -3.501810], [2.971921, 2.991120, -2.936114], [3.288130, 2.865220, -1.585053], [2.621138, 1.904574, -0.853526], [1.732372, 1.126717, -1.454299], [2.578961, 1.692502, 0.656797], [3.198852, 2.431547, 1.405004], [1.731688, 0.780342, 0.958728], [1.618855, 2.373024, -4.522385], [3.494492, 3.723063, -3.540673], [4.006944, 3.507451, -1.095965], [-0.031843, 1.522571, 2.928726], [-0.992800, 0.634015, 1.556652], [-2.019221, -0.696023, 2.507789], [-2.342795, -0.488393, 3.857762], [-3.188767, -1.332883, 4.555941], [-3.759455, -2.423159, 3.908813], [-3.429178, -2.671407, 2.589803], [-2.546602, -1.838193, 1.895695], [-2.074580, -2.219966, 0.156325], [-1.516572, -3.969066, 0.324833], [-1.358922, -4.735431, -0.832901], [-0.849565, -6.022756, -0.784629], [-0.444548, -6.565214, 0.427242], [-0.542766, -5.798735, 1.577728], [-1.068749, -4.514610, 1.526455], [-3.809425, -2.386670, -0.502532], [-4.351450, -3.459213, -1.204757], [-5.629266, -3.386619, -1.752079], [-6.392903, -2.239196, -1.612841], [-5.866542, -1.157776, -0.913464], [-4.595508, -1.233850, -0.372563], [-2.372203, 1.985778, 1.233855], [-3.625306, 1.975806, 1.873137], [-4.557137, 2.985694, 1.695177], [-4.259346, 4.070558, 0.877132], [-3.037458, 4.105221, 0.230789], [-2.111035, 3.073356, 0.390886], [-0.532974, 3.053615, -0.572040], [-0.023810, 4.828449, -0.473326], [0.949009, 5.095106, 0.493683], [1.434827, 6.380756, 0.687695], [0.956585, 7.428354, -0.086409], [-0.011091, 7.179500, -1.050870], [-0.493227, 5.892418, -1.243472], [-1.217362, 2.897948, -2.270486], [-0.599743, 3.482053, -3.375583], [-1.085672, 3.265812, -4.657585], [-2.175144, 2.431956, -4.858731], [-2.767630, 1.806476, -3.770788], [-2.295125, 2.039175, -2.489579], [-0.700615, 1.960853, 3.677100], [0.573137, 2.322529, 2.501024], [0.656955, 0.830391, 3.416071], [-1.924697, 0.369802, 4.370808], [-3.417211, -1.135639, 5.597839], [-4.448871, -3.076341, 4.431809], [-3.861938, -3.525796, 2.080357], [-1.604680, -4.307954, -1.794824], [-0.744804, -6.589456, -1.702528], [-0.014223, -7.558762, 0.467049], [-0.180371, -6.185646, 2.522368], [-1.095673, -3.924244, 2.432160], [-3.787266, -4.375033, -1.320894], [-6.024901, -4.238873, -2.292949], [-7.383820, -2.182921, -2.047453], [-6.446538, -0.250164, -0.792450], [-4.198459, -0.380479, 0.167864], [-3.888908, 1.144517, 2.512798], [-5.517451, 2.928083, 2.196551], [-4.971885, 4.876225, 0.741506], [-2.800256, 4.952586, -0.400248], [1.336111, 4.280758, 1.099203], [2.197787, 6.556314, 1.436072], [1.339822, 8.432042, 0.054641], [-0.395558, 7.991593, -1.657278], [-1.237003, 5.715876, -2.010659], [0.281970, 4.097728, -3.237499], [-0.593758, 3.731627, -5.503654], [-2.545438, 2.250828, -5.860397], [-3.591667, 1.118695, -3.915768], [-2.752612, 1.528142, -1.650365], [3.240427, -1.237428, -0.403720], [1.967194, -3.699939, 2.008712], [3.010915, -3.625901, 3.414691], [2.355849, -4.935837, 0.853597], [1.302421, -2.596688, 1.615767], [0.554246, -1.742329, 1.268105], [-2.871024, -5.030374, -6.408415], [-1.779857, -4.213434, -5.302902], [-2.286204, -3.269363, -4.426683], [-1.417118, -2.637697, -3.549106], [-0.060330, -2.937045, -3.566936], [0.428558, -3.871623, -4.467529], [-0.432901, -4.530293, -5.333861], [0.860204, -2.195290, -2.635045], [1.775431, -1.537242, -3.125190], [0.558202, -2.232283, -1.386936], [-3.344047, -3.041588, -4.416177], [-1.784532, -1.891210, -2.853880], [1.490158, -4.082898, -4.486759], [-0.069390, -5.283398, -6.020088]], "forces_ev_per_a": [[-2.618, -1.471, 2.290], [0.603, -0.643, 0.052], [0.347, 0.005, -0.101], [0.360, -0.255, -0.500], [0.290, -0.103, 0.002], [0.446, -0.170, -0.042], [-0.049, -0.087, -0.122], [-0.003, 0.002, 0.149], [0.143, 0.103, -0.173], [0.461, 1.067, -0.763], [-0.092, 0.063, -0.185], [0.091, 0.037, 0.008], [1.026, 0.301, 0.196], [0.036, -0.020, 0.028], [-0.019, 0.028, 0.003], [-0.008, -0.002, 0.016], [-0.056, -0.001, 0.084], [0.194, -0.233, -0.734], [-0.016, 0.081, 0.039], [0.069, 0.057, -0.026], [-0.032, -0.019, -0.018], [-0.001, 0.003, 0.042], [-0.003, -0.007, -0.069], [-0.103, 0.044, 0.030], [-0.344, -0.210, 0.181], [0.025, 0.030, -0.146], [-0.032, 0.052, 0.001], [0.005, -0.057, 0.051], [-0.144, 0.006, 0.010], [-0.237, -0.058, -0.021], [-0.140, -0.071, 0.085], [0.095, 0.088, 0.008], [0.010, -0.076, 0.047], [-0.011, 0.011, -0.010], [0.015, 0.004, -0.007], [-0.016, -0.019, -0.003], [0.032, 0.013, -0.041], [0.005, -0.156, 0.021], [0.018, -0.084, -0.135], [0.025, 0.038, -0.054], [0.002, -0.050, 0.053], [0.022, 0.031, 0.044], [0.088, 0.104, -0.133], [-0.314, 0.296, 0.160], [-0.001, -0.035, 0.056], [0.001, -0.045, 0.016], [-0.022, 0.020, -0.006], [0.005, -0.016, -0.006], [-0.002, 0.009, -0.005], [-0.023, -0.011, -0.040], [-0.233, 0.348, 0.068], [-0.339, 0.288, 0.027], [-0.174, 0.090, 0.024], [-0.117, 0.259, 0.034], [-0.182, 0.271, 0.128], [-0.444, 0.364, 0.012], [-0.002, 0.002, -0.020], [-0.009, 0.021, 0.014], [0.016, 0.006, -0.009], [-0.021, -0.005, 0.012], [0.004, 0.008, -0.001], [0.014, -0.013, 0.001], [0.033, -0.025, 0.001], [-0.043, -0.045, 0.008], [0.018, 0.006, -0.009], [-0.002, -0.003, 0.006], [0.031, 0.028, -0.008], [-0.031, 0.002, -0.001], [0.035, 0.005, 0.006], [0.006, -0.006, 0.000], [-0.004, -0.001, 0.006], [0.009, 0.004, -0.001], [0.019, 0.041, -0.003], [0.026, -0.074, 0.087], [0.009, 0.004, 0.013], [-0.008, -0.010, 0.000], [0.008, -0.019, -0.072], [0.054, 0.011, -0.058], [-0.009, -0.003, 0.012], [-0.003, 0.006, 0.005], [0.013, 0.002, -0.011], [-0.016, -0.033, -0.011], [-0.177, 0.082, 0.028], [0.012, 0.005, -0.021], [0.034, -0.042, -0.002], [0.022, -0.019, -0.012], [0.008, 0.025, -0.021], [0.239, -0.044, -0.045], [0.264, 0.345, 0.110], [-0.075, -0.001, -0.066], [0.212, 0.164, 0.008], [-0.276, -0.329, 0.079], [0.752, -0.256, -0.352], [0.005, -0.002, 0.018], [-0.013, -0.013, -0.003], [-0.022, 0.017, 0.012], [-0.029, 0.037, -0.067], [-0.020, -0.140, 0.134], [-0.006, 0.000, -0.011], [0.006, -0.016, 0.016], [0.200, 0.036, -0.070], [-0.098, -0.015, -0.102], [0.155, 0.033, -0.226], [0.006, 0.007, -0.017], [0.018, -0.012, 0.029], [0.001, -0.004, 0.009], [0.004, 0.022, -0.025]], "total_charge": -2, "homo_ev": -1.60}

***

(2)
{"formula": "C12H36B3Cs2O6S3", "method": "wB97M-V/def2-TZVPD", "elements": ["Cs", "Cs", "B", "H", "H", "H", "H", "B", "H", "H", "H", "H", "B", "H", "H", "H", "H", "C", "C", "C", "S", "O", "O", "C", "H", "H", "H", "H", "H", "H", "H", "H", "C", "C", "C", "S", "O", "O", "C", "H", "H", "H", "H", "H", "H", "H", "H", "C", "C", "C", "S", "O", "O", "C", "H", "H", "H", "H", "H", "H", "H", "H"], "xyz": [[-4.768910, -24.413868, -3.310602], [-4.289649, -23.133069, 1.247559], [-1.671015, -25.184203, -3.343934], [-0.724590, -25.304178, -2.839809], [-1.973353, -26.173680, -3.650167], [-2.476166, -24.828946, -2.719640], [-1.602771, -24.502256, -4.177311], [-1.352912, -24.186472, 0.913774], [-2.158231, -24.179497, 0.195686], [-1.065274, -23.183845, 1.189895], [-1.715855, -24.599083, 1.842349], [-0.454461, -24.689473, 0.591225], [-4.456974, -21.685639, -1.733997], [-3.806812, -22.490446, -1.427690], [-4.330298, -20.809866, -1.116569], [-4.137318, -21.488732, -2.745573], [-5.500728, -21.951116, -1.799805], [-7.719438, -19.524451, 1.315507], [-7.613391, -19.586999, 2.837142], [-6.517717, -18.531364, 3.261398], [-5.210222, -18.955518, 1.967861], [-4.679501, -20.296933, 2.214616], [-4.220919, -17.896992, 1.717700], [-6.427286, -19.125887, 0.604185], [-8.587294, -18.992939, 0.925083], [-8.010663, -20.498725, 0.922975], [-7.109600, -20.524167, 3.073777], [-8.568973, -19.535318, 3.358972], [-6.043055, -18.726680, 4.222988], [-6.797300, -17.479970, 3.194321], [-6.104406, -19.872684, -0.121180], [-6.621980, -18.145913, 0.168474], [-7.315780, -17.954600, -5.019843], [-6.523526, -18.840372, -3.947244], [-7.625256, -19.476207, -3.128219], [-9.182082, -18.434771, -3.177265], [-9.398358, -17.884377, -1.852004], [-10.307011, -19.080382, -3.863298], [-8.413412, -17.215828, -4.279861], [-7.649423, -18.713692, -5.727355], [-6.567641, -17.272318, -5.423427], [-5.959083, -18.190087, -3.278949], [-5.837250, -19.583087, -4.354066], [-7.286850, -19.662936, -2.109052], [-7.933098, -20.475792, -3.435111], [-8.019267, -16.431618, -3.633519], [-9.259407, -16.810300, -4.834780], [-1.024152, -19.825553, -5.575243], [-1.053410, -18.920095, -6.807414], [-1.760245, -17.688913, -6.286988], [-3.295079, -18.441164, -5.550376], [-4.210172, -18.656173, -6.666006], [-3.597315, -17.455906, -4.472226], [-2.460752, -20.000461, -5.080257], [-0.368707, -19.331906, -4.857747], [-0.462953, -20.731052, -5.805956], [-1.568000, -19.459682, -7.602494], [-0.030821, -18.697926, -7.112450], [-1.982941, -16.951793, -7.058449], [-1.187863, -17.176543, -5.513706], [-2.976188, -20.872861, -5.481945], [-2.541908, -19.982464, -3.993431]], "forces_ev_per_a": [[0.104, 0.074, -0.168], [0.431, 0.098, 0.041], [0.136, -0.042, 0.108], [3.438, -0.122, 2.040], [-1.418, -4.133, -1.675], [-2.354, 1.451, 3.039], [0.268, 2.759, -3.656], [0.184, -0.118, -0.128], [-2.848, -0.128, -3.149], [0.943, 4.388, 0.880], [-1.692, -2.086, 3.965], [3.173, -2.113, -1.368], [0.053, 0.194, 0.153], [2.213, -3.137, 1.432], [0.532, 3.348, 2.435], [1.207, 1.064, -4.156], [-4.452, -1.357, 0.020], [-1.263, -1.243, -0.977], [1.676, 0.714, 0.249], [0.204, -1.126, -0.793], [0.873, 0.809, -1.196], [-0.786, 0.878, 0.468], [-1.713, -1.128, 0.680], [-0.314, 0.666, 1.025], [0.246, 0.908, 0.368], [0.241, -0.506, 0.350], [-0.399, -0.243, 0.226], [0.176, 0.231, -0.035], [-0.123, -0.061, -0.024], [0.062, -0.078, -0.293], [0.433, 0.222, 0.103], [0.676, 0.002, -0.191], [1.683, -1.027, 0.883], [-1.468, 1.283, 0.012], [-0.764, -1.256, 0.685], [1.011, -0.595, -0.117], [-0.158, -0.020, -0.292], [1.360, 0.458, 0.628], [-0.694, -0.205, 0.362], [-0.358, 0.602, -0.438], [-0.356, -0.036, -0.491], [0.183, 0.049, -0.193], [-0.232, 0.146, -0.216], [-0.406, 0.482, 0.221], [-0.040, 0.054, -0.565], [0.111, -0.059, 0.020], [0.263, -0.019, -0.379], [0.884, -0.023, -0.393], [0.606, -0.146, 0.586], [-0.615, -0.566, -0.688], [1.631, 3.605, -0.631], [-0.098, -0.284, 1.060], [-0.402, -2.541, -1.193], [-0.060, 0.411, 0.982], [-0.394, 0.089, 0.446], [-0.659, -0.453, 0.120], [-0.163, 0.441, -0.241], [-0.032, -0.026, -0.190], [-0.576, -0.123, 0.085], [-0.109, -0.281, 0.195], [-0.084, 0.284, -0.077], [0.032, -0.431, 0.048]], "total_charge": -1, "homo_ev": -5.27}

***

(3)
{"formula": "C4H13N2S", "method": "wB97M-V/def2-TZVPD", "elements": ["C", "N", "C", "C", "S", "C", "N", "H", "H", "H", "H", "H", "H", "H", "H", "H", "H", "H", "H", "H"], "xyz": [[1.058141, 0.493688, -0.335121], [0.493728, -0.812043, -0.505097], [-0.738232, -1.165192, 0.160360], [-2.054846, -0.594116, -0.397397], [-2.310611, 1.185176, -0.107215], [2.521066, 0.474244, 0.236467], [2.757620, -0.760023, 1.061213], [0.464151, 1.017150, 0.404620], [1.158252, 1.058102, -1.261257], [0.716134, -1.368287, -1.309539], [-0.658926, -0.875417, 1.215690], [-0.846434, -2.244758, 0.151323], [-2.050906, -0.697854, -1.475964], [-2.850467, -1.226167, -0.008052], [-2.976590, 1.409940, -1.242759], [2.658006, 1.350659, 0.826130], [3.257576, 0.478970, -0.565143], [2.630139, -0.490507, 2.076395], [3.713267, -1.157878, 0.867380], [2.148077, -1.466789, 0.641662]], "forces_ev_per_a": [[1.287, -0.194, 0.390], [-0.283, -0.487, 0.277], [-0.211, 0.625, 0.205], [0.443, -0.308, -0.387], [-0.031, -0.132, 0.262], [-0.508, -0.728, -0.950], [0.817, 1.124, -0.734], [-0.244, 0.233, -0.257], [-0.512, 0.220, -0.044], [0.047, 0.300, -0.296], [0.035, -0.072, -0.015], [0.083, -0.237, -0.028], [0.014, -0.242, -0.202], [-0.297, 0.315, 0.149], [-0.049, 0.065, -0.009], [0.294, 0.512, 0.644], [-0.035, -0.097, -0.009], [-0.237, -0.709, 0.078], [0.270, 0.218, 0.358], [-0.882, -0.405, 0.566]], "homo_ev": [-3.43, -9.06], "spin_multiplicity": 2}

***

The records above give, respectively, energy relative to the best compared isomer or geometry (same formula, charge and spin) values of 1.184 3.592 2.407 eV.